The following is a DFT calculation (wB97M-V/def2-TZVPD) of a single C4H9NO2 molecule.

Computed properties:
HOMO, eV: -9.92
Energy above the lowest of the compared OMol25 structures with the same formula, charge and spin, kcal per mole: 17.7
Charge: 0
2S+1: 1

Atoms and positions in Å:
C 2.013 0.221 0.897
C 0.851 -0.138 -0.012
O 0.689 -1.527 0.127
C -0.413 0.655 0.357
N -1.462 0.604 -0.667
C -2.082 -0.523 -1.079
O -1.913 -1.640 -0.611
H 2.320 1.269 0.808
H 2.850 -0.431 0.633
H 1.736 -0.001 1.934
H 1.083 0.131 -1.059
H -0.245 -1.734 -0.048
H -0.803 0.306 1.321
H -0.149 1.711 0.477
H -1.699 1.454 -1.154
H -2.775 -0.358 -1.923

---

The following is a DFT calculation (wB97M-V/def2-TZVPD) of a molecular structure, C4H9NO2.

Computed properties:
HOMO, eV: -8.70
Energy above the lowest of the compared OMol25 structures with the same formula, charge and spin, kcal per mole: 101.6
Charge: 0
2S+1: 1

Atoms and positions in Å:
C -2.045 -0.203 -0.081
C -0.831 -0.192 0.784
O -0.485 1.733 0.981
O -0.564 -0.815 1.750
H -1.046 2.209 0.350
H -1.874 0.281 -1.038
H -2.835 0.318 0.463
H -2.344 -1.239 -0.242
C 2.059 -0.611 0.153
C 0.790 -0.065 -0.438
N 0.489 0.022 -1.671
H 1.243 -0.322 -2.280
H 0.286 1.100 0.314
H 2.555 -1.312 -0.526
H 1.859 -1.115 1.100
H 2.742 0.212 0.380

---

The following is a DFT calculation (wB97M-V/def2-TZVPD) of a single C4H9NO2 molecule.

Computed properties:
HOMO, eV: -9.86
Energy above the lowest of the compared OMol25 structures with the same formula, charge and spin, kcal per mole: 19.8
Charge: 0
2S+1: 1

Atoms and positions in Å:
C -2.287 0.575 0.685
C -1.361 -0.557 0.253
N -0.092 -0.120 -0.302
C 0.918 0.297 0.521
O 0.829 0.399 1.722
O 2.076 0.587 -0.137
C 2.494 -0.332 -1.142
H -2.531 1.230 -0.161
H -3.225 0.168 1.082
H -1.806 1.170 1.466
H -1.121 -1.193 1.109
H -1.848 -1.186 -0.502
H -0.082 0.231 -1.247
H 3.449 0.042 -1.510
H 2.635 -1.329 -0.708
H 1.793 -0.413 -1.982

---

The following is a DFT calculation (wB97M-V/def2-TZVPD) of 2 unconnected molecules or ions with the total composition C4H9NO2.

Computed properties:
HOMO, eV: -9.14
Energy above the lowest of the compared OMol25 structures with the same formula, charge and spin, kcal per mole: 195.9
Charge: 0
2S+1: 1

Atoms and positions in Å:
C 1.236 0.781 -0.077
O 2.087 0.141 -0.826
C -0.057 0.396 -0.766
C -0.455 -1.078 -0.425
C -1.281 0.073 0.224
N -2.438 0.404 -0.530
O -1.334 0.256 1.445
H 1.377 1.862 -0.064
H 1.135 0.410 0.975
H 3.168 -1.633 1.949
H -0.333 0.767 -1.746
H 3.013 -0.929 1.742
H 0.571 -1.354 -0.192
H -1.117 -1.781 -0.908
H -3.201 0.353 0.134
H -2.371 1.329 -0.935

---

The following is a DFT calculation (wB97M-V/def2-TZVPD) of a single C4H9NO2 molecule.

Computed properties:
HOMO, eV: -9.55
Energy above the lowest of the compared OMol25 structures with the same formula, charge and spin, kcal per mole: 70.2
Charge: 0
2S+1: 1

Atoms and positions in Å:
O -0.722 0.540 -2.744
C -1.148 0.307 -1.624
C -0.258 -0.326 -0.523
C 0.046 0.664 0.575
C 1.601 0.749 0.541
O -0.512 0.257 1.764
N -0.983 -1.558 -0.063
H -2.245 0.733 -1.341
H 0.655 -0.586 -0.984
H -0.417 1.706 0.613
H 1.968 1.275 -0.399
H 2.090 -0.189 0.670
H 1.822 1.430 1.397
H -0.273 -0.650 1.901
H -1.086 -2.407 -0.560
H -0.540 -1.946 0.778

---

The following is a DFT calculation (wB97M-V/def2-TZVPD) of a single C4H9NO2S molecule.

Computed properties:
HOMO, eV: -7.24
Energy above the lowest of the compared OMol25 structures with the same formula, charge and spin, kcal per mole: 143.7
Charge: 0
2S+1: 1

Atoms and positions in Å:
C 0.040 -0.265 1.039
N 0.956 -0.933 0.149
C 2.390 -0.408 0.085
O 3.024 -0.713 -0.938
O 2.157 1.142 0.210
C -0.666 0.990 0.359
C -1.622 0.522 -0.622
S -3.084 -0.229 -0.233
H -0.783 -0.955 1.257
H 0.619 -0.030 1.936
H 0.548 -0.844 -0.774
H 2.823 -0.643 1.085
H 0.116 1.572 -0.117
H -1.202 1.541 1.132
H 3.027 1.516 0.379
H -1.792 1.133 -1.505
H -3.852 0.413 -1.126

---

The following is a DFT calculation (wB97M-V/def2-TZVPD) of 2 unconnected molecules or ions with the total composition C4H9NO2S.

Computed properties:
HOMO, eV: -8.43
Energy above the lowest of the compared OMol25 structures with the same formula, charge and spin, kcal per mole: 135.8
Charge: 0
2S+1: 1

Atoms and positions in Å:
C -2.159 0.364 0.678
C -1.390 -0.317 -1.575
C -1.457 -0.529 -0.250
C 1.579 -0.635 0.486
N 2.061 0.601 0.425
O 1.486 1.490 1.373
O 2.732 1.132 -0.442
S 1.995 -2.005 -0.541
H -1.439 0.700 1.457
H -2.900 -0.023 1.284
H -2.529 1.144 0.084
H 1.955 2.250 1.328
H -0.844 -0.946 -2.233
H -1.824 0.610 -1.953
H -0.891 -1.440 0.200
H 0.739 -0.937 1.102
H 2.886 -1.460 -1.423

---

The following is a DFT calculation (wB97M-V/def2-TZVPD) of a molecular structure, C4H9NO2S.

Computed properties:
HOMO, eV: -8.22
Energy above the lowest of the compared OMol25 structures with the same formula, charge and spin, kcal per mole: 110.3
Charge: 0
2S+1: 1

Atoms and positions in Å:
C 0.993 0.608 1.230
C 1.728 -0.062 0.283
C -1.390 0.346 -1.088
C -2.011 -0.752 -0.321
N 2.561 0.532 -0.640
O -1.543 1.867 1.101
O 0.071 2.450 -0.594
S -0.776 1.453 -0.026
H 0.280 -0.226 1.642
H 1.137 1.548 1.631
H 1.543 -1.212 0.203
H -0.834 0.030 -1.961
H -2.560 -1.235 -1.043
H -2.636 -0.378 0.490
H -1.389 -1.602 0.156
H 2.831 -0.089 -1.404
H 2.529 1.544 -0.738